1.
Here is a 2-piece molecular cluster, C12H27N3O4 overall from the OMol25 dataset. Energies are from the ωB97M-V functional and the def2-TZVPD basis.

Geometry as XYZ:
```
46
Properties=species:S:1:pos:R:3:forces:R:3
C -1.09906 1.98448 0.41488 -0.051 0.025 -0.106
C -0.57685 3.23948 -0.31011 0.070 -0.195 -0.354
C -1.97987 1.14992 -0.51433 -0.155 0.053 -0.099
C -2.36177 -0.20803 0.06821 0.120 -0.096 0.113
C -3.23512 -1.03296 -0.87514 -0.036 0.064 -0.002
C -3.65656 -2.38966 -0.29736 -0.199 0.022 -0.071
C 1.92347 -1.27580 -0.56954 0.050 -0.013 -0.050
C 1.47477 -1.88154 0.75681 -0.022 0.008 -0.004
C 3.12999 -0.31586 -0.43237 0.063 0.010 0.054
C 3.77538 -0.12618 -1.80644 -0.013 0.021 -0.064
C 2.76154 1.04808 0.16827 -0.050 0.042 -0.066
C 2.20971 1.01486 1.59402 0.107 -0.034 0.097
H -2.71158 2.55514 1.55672 0.114 -0.016 0.014
H -1.62317 1.66653 2.38920 0.019 0.064 -0.065
H -0.20081 1.40521 0.66576 -0.161 0.169 -0.021
H -2.88905 1.72441 -0.75046 0.138 -0.041 0.015
H -1.44480 1.02527 -1.46289 -0.101 0.033 0.100
H -2.89498 -0.07227 1.02137 0.044 -0.019 -0.117
H -1.44369 -0.76697 0.30273 -0.278 0.127 0.023
H -2.69701 -1.19214 -1.82092 -0.054 -0.003 0.076
H -4.13820 -0.45854 -1.12836 0.104 -0.091 0.014
H -4.34621 -2.87898 -0.99730 0.091 0.106 0.108
H -4.22366 -2.23036 0.62866 0.061 0.008 -0.103
H -1.95699 -2.95301 0.70057 0.012 -0.042 -0.068
H -2.02574 -3.49892 -0.83207 -0.044 -0.027 0.080
H -0.81355 4.02841 1.35089 0.011 0.026 -0.095
H 0.14372 -1.36733 -1.53621 0.031 0.062 -0.061
H 0.33146 -0.02731 -0.66883 0.122 0.014 -0.191
H 2.27582 -2.13138 -1.16223 -0.013 0.069 0.097
H 3.85334 -0.80216 0.23321 -0.070 0.046 -0.057
H 4.62123 0.56818 -1.75016 -0.155 -0.091 0.013
H 4.15004 -1.07518 -2.20374 -0.046 0.076 0.052
H 3.04145 0.27187 -2.51503 0.123 -0.022 0.107
H 2.04974 1.54949 -0.50066 0.081 -0.021 0.036
H 3.66767 1.66682 0.15532 -0.135 -0.091 -0.008
H 2.87849 0.45735 2.26248 -0.114 0.096 -0.091
H 1.22108 0.54643 1.65002 0.203 -0.023 0.061
H 2.10967 2.03034 1.99318 0.003 -0.141 -0.062
H 2.08792 -2.84536 2.23356 0.117 0.012 -0.098
N -1.71619 2.38756 1.68342 -0.113 -0.131 0.053
N -2.58523 -3.33369 -0.00019 0.165 0.117 -0.020
N 0.82737 -0.65651 -1.29396 -0.058 -0.149 0.180
O -0.26911 3.24167 -1.47531 -0.063 0.048 0.474
O -0.46578 4.31227 0.47565 0.017 -0.004 0.032
O 0.33881 -1.87753 1.17365 0.350 -0.080 -0.017
O 2.48235 -2.47613 1.42505 -0.286 0.013 0.092
```
Positions in Å, forces in eV/Å.

LUMO level ... 0.47 eV
Highest occupied orbital energy ... -9.26 eV
Orbital gap ... 9.73 eV
Structure (SMILES) ... CC[C@H](C)[C@H](N)C(=O)O.NCCCC[C@H](N)C(=O)O
Relative energy (zero: lowest compared OMol25 entry of this formula, charge and spin) ... 0.000 eV

Want to see where the charge sits? The Mulliken charges in e are: number 1, C, carries 2.72; number 2, C, carries 0.30; number 3, C, carries -1.43; number 4, C, carries 0.51; number 5, C, carries -0.58; number 6, C, carries -0.92; number 7, C, carries -0.12; number 8, C, carries 0.17; number 9, C, carries 0.33; number 10, C, carries -1.71; number 11, C, carries -0.61; number 12, C, carries -1.17; number 13, H, carries 0.20; number 14, H, carries 0.28; number 15, H, carries -1.78; number 16, H, carries 0.73; number 17, H, carries 0.34; number 18, H, carries 0.42; number 19, H, carries -0.40; number 20, H, carries 0.26; number 21, H, carries 0.36; number 22, H, carries 0.40; number 23, H, carries 0.35; number 24, H, carries 0.29; number 25, H, carries 0.27; number 26, H, carries 0.43; number 27, H, carries 0.37; number 28, H, carries -0.20; number 29, H, carries 0.68; number 30, H, carries 0.52; number 31, H, carries 0.40; number 32, H, carries 0.42; number 33, H, carries 0.35; number 34, H, carries 0.25; number 35, H, carries 0.39; number 36, H, carries 0.35; number 37, H, carries 0.13; number 38, H, carries 0.41; number 39, H, carries 0.40; number 40, N, carries -0.84; number 41, N, carries -0.60; number 42, N, carries -0.49; number 43, O, carries -0.58; number 44, O, carries -0.57; number 45, O, carries -0.57; number 46, O, carries -0.47



2.
Here is a 7-piece molecular cluster, C14H43O11 overall at a distorted geometry from the OMol25 dataset. Energies are from the ωB97M-V functional and the def2-TZVPD basis.

Geometry as XYZ:
```
68
Properties=species:S:1:pos:R:3:forces:R:3
O 0.42437 0.34215 -0.04355 -4.819 3.964 -5.811
H 0.05824 0.02284 0.67808 -4.058 -3.015 6.356
H 0.00186 1.25781 -0.19596 1.245 -0.297 -0.173
H 1.26892 0.14582 0.05637 7.653 -0.297 -0.315
C -0.55314 3.39734 -2.71829 -9.163 -5.067 9.119
C -1.87423 2.62037 -3.12173 5.500 -1.860 -0.108
O -2.42826 3.19380 -4.21946 2.121 -0.450 -1.775
O 0.07186 2.67179 -1.68281 1.768 -1.231 1.504
H -0.47740 4.32595 -2.44846 -1.514 5.814 1.865
H -0.01139 3.39247 -3.38873 9.148 -0.846 -12.540
H -2.47642 2.44842 -2.28359 -1.369 0.181 1.168
H -1.45269 1.55862 -3.39772 -0.699 1.654 0.505
H -3.21693 3.40470 -3.85752 -4.557 1.760 0.475
H 1.04628 2.82176 -1.72997 -1.188 -0.142 0.066
C 2.61653 3.17897 1.08783 1.612 3.966 -1.560
C 3.76131 2.88822 2.14123 -3.036 0.097 0.669
O 4.88795 3.68674 1.96584 -5.105 2.720 1.583
O 1.38565 2.67251 1.44758 -0.096 -2.214 -0.463
H 2.95676 2.74914 0.13034 -0.528 -0.052 0.081
H 2.47558 4.41861 0.82393 0.848 -3.313 0.994
H 3.89675 1.75383 2.11800 0.194 1.495 0.382
H 3.12043 3.23778 3.06757 2.043 -0.997 -0.875
H 5.65929 3.33701 1.72438 4.383 -2.856 -1.439
H 0.81824 3.26131 1.90781 -0.213 1.108 0.531
C -1.25249 -2.43088 1.76509 -0.913 -3.766 0.332
C -0.64048 -3.68312 2.38646 -2.714 -0.962 0.578
O -1.53534 -4.80593 2.38923 1.022 -1.001 0.749
O -0.31992 -1.46406 2.06995 0.487 2.272 -0.432
H -2.30048 -2.32894 2.19391 1.212 0.373 -0.743
H -1.24374 -2.79651 0.73004 -0.348 1.579 -0.321
H -0.48047 -3.45237 3.37457 0.519 0.764 2.749
H 0.29887 -3.92934 2.02530 1.805 -0.353 -1.485
H -1.13089 -5.48576 3.01772 -0.979 1.323 -1.403
H -0.41065 -1.23299 3.00437 0.068 -0.010 -0.223
C -1.64478 -2.44415 -2.03946 -0.854 -3.792 5.949
C -1.15185 -3.81699 -2.23795 -2.209 -0.066 -3.765
O -2.26166 -4.71623 -2.45731 2.390 0.169 -2.134
O -0.73763 -1.51762 -1.86986 3.581 3.174 1.565
H -2.28506 -2.49024 -1.10901 0.535 0.175 -0.372
H -2.27965 -2.11300 -2.67258 -4.566 1.209 -5.226
H -0.50137 -4.21740 -1.59974 2.161 -1.187 3.916
H -0.43599 -3.77196 -3.07859 -0.922 -0.444 -0.875
H -2.90202 -4.64228 -1.78997 -1.104 0.342 1.626
H -0.15608 -1.55874 -2.61280 0.882 0.334 -0.768
C 3.32575 -1.45295 1.38270 2.693 2.389 0.322
C 3.45114 -1.54005 -0.11758 -2.834 -0.975 2.013
C 2.31050 -2.41049 -0.54638 7.990 -6.019 -7.887
O 3.12639 -0.25575 -0.63643 0.737 0.196 -0.327
H 3.72104 -2.18770 1.99000 -0.014 -2.750 0.779
H 2.52474 -0.96626 1.85620 -2.070 -0.005 -0.045
H 4.07938 -0.74983 1.73558 0.630 0.823 -0.392
H 4.42604 -1.89932 -0.35016 0.675 -0.126 -0.720
H 2.15114 -2.21180 -1.79702 0.813 -0.951 3.072
H 1.48304 -2.10792 -0.29940 -8.755 3.082 3.628
H 2.40650 -3.62661 -0.42179 -0.063 3.313 -0.070
H 3.99444 0.14032 -0.71015 -0.008 0.920 -0.217
C -3.54157 2.73088 0.93262 -0.572 -2.067 5.768
C -2.89593 1.36065 1.10062 3.122 6.730 -10.694
C -3.04758 0.48643 -0.22061 1.004 -0.218 1.864
O -1.48993 1.59669 1.38788 1.393 2.003 1.828
H -3.30888 3.30224 1.90429 -0.654 -0.561 -1.258
H -4.58794 2.65781 0.82172 -1.374 -0.147 0.143
H -3.22275 3.29941 0.19834 2.125 2.346 -3.871
H -3.14657 0.87737 1.80757 -4.419 -6.139 9.322
H -2.27827 0.74135 -0.88248 1.678 0.553 -0.864
H -3.87917 0.55085 -0.90900 -0.970 0.218 0.819
H -2.82820 -0.55015 0.04834 -0.385 -0.056 -0.154
H -1.36118 2.32537 2.17463 -0.966 -2.817 -3.017
```
Positions in Å, forces in eV/Å.

LUMO level ... -2.41 eV
Highest occupied orbital energy ... -12.58 eV
Orbital gap ... 10.17 eV
Relative energy (zero: lowest compared OMol25 entry of this formula, charge and spin) ... 2.638 eV
Total charge ... +1

Want to see where the charge sits? The Mulliken charges in e are: number 1, O, carries 0.47; number 2, H, carries 0.18; number 3, H, carries 0.37; number 4, H, carries 0.05; number 5, C, carries -1.41; number 6, C, carries -0.04; number 7, O, carries -0.50; number 8, O, carries -0.48; number 9, H, carries 0.67; number 10, H, carries 0.88; number 11, H, carries 0.25; number 12, H, carries -0.01; number 13, H, carries 0.38; number 14, H, carries 0.15; number 15, C, carries -0.34; number 16, C, carries -0.05; number 17, O, carries -0.49; number 18, O, carries -0.20; number 19, H, carries 0.14; number 20, H, carries 0.30; number 21, H, carries 0.00; number 22, H, carries 0.16; number 23, H, carries 0.30; number 24, H, carries 0.21; number 25, C, carries -0.09; number 26, C, carries -0.90; number 27, O, carries -0.57; number 28, O, carries -0.34; number 29, H, carries 0.47; number 30, H, carries -0.18; number 31, H, carries 0.57; number 32, H, carries 0.40; number 33, H, carries 0.32; number 34, H, carries 0.23; number 35, C, carries -0.79; number 36, C, carries -0.51; number 37, O, carries -0.57; number 38, O, carries -0.15; number 39, H, carries 0.16; number 40, H, carries 0.75; number 41, H, carries 0.34; number 42, H, carries 0.39; number 43, H, carries 0.30; number 44, H, carries 0.19; number 45, C, carries -1.41; number 46, C, carries 0.16; number 47, C, carries 0.08; number 48, O, carries -0.53; number 49, H, carries 0.58; number 50, H, carries 0.27; number 51, H, carries 0.33; number 52, H, carries 0.68; number 53, H, carries 0.09; number 54, H, carries -0.80; number 55, H, carries 0.29; number 56, H, carries 0.27; number 57, C, carries -1.66; number 58, C, carries -0.22; number 59, C, carries -0.70; number 60, O, carries -0.49; number 61, H, carries 0.39; number 62, H, carries 0.45; number 63, H, carries 0.39; number 64, H, carries 1.13; number 65, H, carries -0.04; number 66, H, carries 0.52; number 67, H, carries -0.02; number 68, H, carries 0.22



3.
Here is an isolated molecule of C4H6OS at a distorted geometry from the OMol25 dataset. Energies are from the ωB97M-V functional and the def2-TZVPD basis.

Geometry as XYZ:
```
12
Properties=species:S:1:pos:R:3:forces:R:3
C -0.83195 0.70853 0.80641 0.588 0.446 -1.250
C -1.20552 -0.49027 -0.06620 -0.754 -2.941 2.085
C 1.28511 -0.32944 -1.13012 -0.477 0.659 0.607
C 1.48544 0.20811 0.07680 3.505 -0.687 0.959
H -1.28708 0.73957 1.84251 0.537 -0.001 -1.402
H -1.06496 1.58183 0.14366 0.117 -0.207 1.213
H -2.28928 -0.70280 -0.30735 0.985 1.107 0.271
H -1.00691 -1.44064 0.59964 0.230 1.452 -1.446
H 2.04764 -0.61903 -1.85561 -0.098 0.041 0.682
H 2.58733 0.15414 0.51561 -2.473 0.472 -0.908
O 0.63861 0.69433 1.01299 -1.202 -0.096 0.014
S -0.35842 -0.50433 -1.63835 -0.957 -0.246 -0.826
```
Positions in Å, forces in eV/Å.

LUMO level ... 0.84 eV
Highest occupied orbital energy ... -7.88 eV
Orbital gap ... 8.72 eV
Structure (SMILES) ... C1=CSCCO1
Relative energy (zero: lowest compared OMol25 entry of this formula, charge and spin) ... 1.855 eV

Want to see where the charge sits? The Mulliken charges in e are: number 1, C, carries -0.33; number 2, C, carries -0.57; number 3, C, carries -0.17; number 4, C, carries -0.17; number 5, H, carries 0.27; number 6, H, carries 0.27; number 7, H, carries 0.34; number 8, H, carries 0.28; number 9, H, carries 0.32; number 10, H, carries 0.24; number 11, O, carries -0.34; number 12, S, carries -0.13



relative energy (zero: lowest compared OMol25 entry of this formula, charge and spin) of number 2 (C14H43O11)? 2.638 eV



Which value of LUMO level does entry 2 give? -2.41 eV



relative energy (zero: lowest compared OMol25 entry of this formula, charge and spin) of number 3 (C4H6OS)? 1.855 eV



What is the highest occupied orbital energy in the third record? -7.88 eV